The following is a quantum chemistry calculation of a molecular structure, H6O3Rb, from the OMol25 dataset.

XYZ file:
```
10
Properties=species:S:1:pos:R:3:forces:R:3:mulliken_charge:R:1
O 10.8130 6.3060 23.9930 1.717 -2.199 -0.719 -0.5758
H 12.3160 8.6580 24.1300 -0.130 -0.037 -0.683 0.3204
H 10.7430 5.0080 26.0560 -1.194 1.757 -0.145 0.2944
O 13.0850 8.4280 23.5940 0.631 -0.284 0.189 -0.6647
O 11.5490 4.5860 26.2770 0.585 -0.810 -0.034 -0.6056
H 10.1690 6.9370 24.2010 -1.880 1.177 0.179 0.2907
H 12.8440 7.9580 22.7820 -0.578 0.584 0.325 0.3400
H 10.4210 5.5140 23.5670 -0.115 1.079 0.351 0.3108
H 11.2160 3.7090 26.0940 0.618 -1.130 0.318 0.3291
Rb 13.5430 5.8670 24.7340 0.347 -0.138 0.219 0.9607
```
Forces are in eV/Å.

The calculation puts the electronic energy at -6890.2579 eV. For the LUMO energy, the calculation gives -3.8 eV. The calculation puts the energy above the lowest of the compared OMol25 structures with the same formula, charge and spin at 0.627 eV. The max |F| is 0.0560 Eh/bohr. The value obtained for the HOMO-LUMO gap is 12.087 eV. As for the net charge: +1.

The following is a quantum chemistry calculation of 2 unconnected molecules or ions with the total composition C10H28IN4O3P2, from the OMol25 dataset.

XYZ file:
```
48
Properties=species:S:1:pos:R:3:forces:R:3:mulliken_charge:R:1
H -4.4954 4.6417 0.4900 -0.013 -0.025 0.077 0.3588
C 2.5679 -1.8929 1.6162 0.004 0.058 0.040 -0.3579
I -2.7529 2.7995 -3.4432 0.002 0.080 -0.006 0.2947
H -0.2249 -4.5359 -0.1444 0.008 0.000 0.006 0.3593
C -2.1585 1.4633 -0.8787 -0.127 -0.029 0.309 0.3628
H -2.5573 5.4155 -0.8490 -0.018 0.012 -0.005 0.3002
H -2.3076 1.8729 1.1300 -0.480 0.091 -0.087 0.1992
H 2.4599 -0.9462 1.0723 -0.010 -0.018 -0.031 0.0104
C 2.0225 -5.1099 1.9022 -0.003 -0.003 0.031 -0.9435
H 3.0309 -5.0094 2.2993 0.011 0.017 -0.042 0.2684
O 2.6777 2.6338 -2.4428 -0.028 0.073 -0.003 -0.5053
H 0.4112 1.7098 0.0752 -0.232 0.056 -0.036 0.0963
H -2.1216 5.4054 0.8617 -0.038 0.053 -0.019 0.3977
H -0.9052 -2.9067 -0.1212 0.001 -0.015 0.017 0.2492
N -1.1650 0.7689 -1.5075 -0.502 0.369 -0.339 -0.3290
C -3.6497 3.9665 0.3558 0.105 -0.063 -0.115 -0.5336
C -2.4011 4.7749 0.0194 0.018 -0.018 -0.026 -0.7604
H -1.3143 0.6516 -2.5083 0.132 0.022 -0.002 0.3844
N -2.3846 1.1446 0.4329 0.787 -0.002 -0.112 -0.2806
N 1.4053 -2.7020 1.2843 -0.046 0.044 -0.024 0.1810
H 4.7045 -1.6677 1.3987 0.002 -0.003 0.008 0.4279
H 4.2407 -3.2434 2.0187 -0.015 -0.019 -0.020 0.2380
H 2.5034 -1.6416 2.6785 0.001 -0.014 0.000 0.4295
H 4.0220 -2.8684 0.3074 0.000 0.008 -0.002 0.2680
H 3.1254 2.6871 -1.5897 0.053 0.001 -0.021 0.3400
O 0.5170 2.3261 -3.7877 -0.007 0.017 -0.065 -0.5785
H 2.0461 -3.5792 -0.5675 0.019 -0.010 0.055 0.2358
H -4.6841 2.1648 -0.3161 0.024 0.009 0.033 0.3314
H -1.5429 4.1378 -0.2095 -0.004 -0.011 0.029 0.0332
H -3.5278 3.4543 1.3116 -0.005 0.021 0.040 0.3109
H -4.6646 3.4810 -1.4826 0.000 -0.030 -0.034 0.4220
N -2.9483 2.3327 -1.4678 -0.005 -0.046 0.147 -0.3129
H 0.1178 -4.1378 2.0419 -0.004 0.021 -0.036 0.3657
C 3.9588 -2.4607 1.3169 0.009 0.016 0.015 -1.0400
C 1.2599 -2.9370 -0.1428 -0.038 -0.021 -0.028 -0.2689
H -1.8976 0.2997 0.7070 0.024 0.068 0.041 0.2995
P 1.0897 2.6575 -2.4881 -0.033 -0.064 0.072 0.8529
H 1.5617 -5.9663 2.3963 0.007 0.001 0.006 0.3674
H 1.2861 -3.5245 3.1736 0.028 -0.003 -0.006 0.3653
P 0.5403 1.0005 -1.1413 0.515 -0.674 0.176 0.0051
H 1.3705 -1.9633 -0.6285 0.053 0.000 -0.051 0.3353
C 1.1694 -3.8600 2.1403 -0.028 -0.026 0.045 -0.6884
H 2.1006 -5.3492 0.8404 -0.020 -0.011 0.002 0.2522
C -0.0934 -3.5209 -0.5185 -0.009 0.040 -0.021 -1.4678
C -4.0729 2.9688 -0.7302 -0.090 -0.016 -0.051 -0.5868
H 1.2347 4.5352 -1.3456 0.058 0.108 -0.017 0.3170
H -0.1893 -3.5619 -1.6044 -0.006 0.001 0.002 0.4335
O 0.6349 4.0911 -1.9550 -0.098 -0.064 0.049 -0.4395
```
Forces are in eV/Å.

The calculation puts the electronic energy at -49600.8323 eV. For the LUMO energy, the calculation gives -4.1 eV. The max |F| is 0.0169 Eh/bohr. The value obtained for the HOMO-LUMO gap is 6.137 eV. As for the net charge: +1.

The following is a quantum chemistry calculation of a molecular structure, C29H18ClCuN3OS, from the OMol25 dataset.

XYZ file:
```
54
Properties=species:S:1:pos:R:3:forces:R:3:mulliken_charge:R:1
C -3.5435 1.0920 -0.5769 0.355 -0.087 -0.149 0.9012
N -0.0265 1.3116 -1.5884 0.334 0.387 -0.152 0.3418
H 0.5109 -0.2794 5.5408 0.012 0.030 0.005 0.3992
C 4.0838 -0.0531 -1.5461 0.340 0.024 -0.041 -0.7160
C -0.0032 2.2671 3.3395 -0.021 0.000 -0.048 -0.8481
C 0.2594 -2.9557 0.3929 -0.030 -0.521 -0.404 1.9653
C 2.7034 0.2614 -1.6779 -0.179 -0.192 -0.207 0.2313
H -1.0864 3.8678 -1.7385 -0.019 0.018 0.025 0.3602
C -1.3211 1.7718 -1.3706 -0.234 0.671 0.015 0.7590
C 0.3179 -0.4734 3.4039 -0.034 0.021 -0.257 0.6611
C 0.2959 -5.2856 -0.2170 0.003 -0.112 0.069 -0.7150
C -3.0586 3.4096 -1.0116 -0.367 -0.024 0.129 -0.7922
C 0.3079 -4.3052 0.7573 0.032 0.214 0.166 -1.0981
C 0.2484 -4.9224 -1.5569 0.004 0.109 -0.164 -0.6294
H -0.1341 3.3415 3.3365 0.016 -0.004 -0.011 0.4129
H 0.2435 2.1763 5.4713 -0.020 -0.009 -0.005 0.3787
C 5.0411 0.9115 -1.4009 -0.167 -0.127 -0.017 -0.5421
C 2.3516 1.6484 -1.6165 0.157 -0.100 0.066 0.1632
S 0.4732 -2.1806 3.1164 -0.038 0.062 -0.098 -0.4045
C 0.1217 0.1834 2.1750 0.046 -0.119 0.446 -0.7120
O 1.8705 -0.7025 -1.8490 1.476 0.520 -0.221 -0.4339
C 3.3658 2.6277 -1.4864 0.032 -0.034 0.038 -1.0114
Cu 0.0837 -0.6322 -1.3485 0.219 -1.190 0.088 -1.7232
H 6.0843 0.6435 -1.2980 0.004 -0.009 -0.006 0.4061
H 4.3525 -1.1009 -1.5699 -0.024 -0.001 0.002 0.4487
C 0.2036 1.6057 4.5525 0.017 -0.012 0.102 -0.3970
C 4.6753 2.2687 -1.3793 -0.137 0.157 -0.021 0.2004
H 0.1729 -3.3160 -2.9715 -0.008 -0.024 -0.007 0.3936
C -2.6596 -1.5016 -0.8043 0.379 0.150 -0.295 0.2103
C 0.3608 0.2327 4.5994 0.008 -0.037 0.036 -0.7465
H -0.2106 2.0672 1.2034 0.000 0.021 0.005 0.3862
H 0.2513 -5.6888 -2.3241 -0.001 -0.013 0.029 0.4022
C 0.2608 -1.8944 1.3950 -0.006 0.239 0.337 0.8233
C -0.0476 1.5677 2.1500 0.017 -0.021 -0.048 0.0761
H 0.8610 3.1665 -1.4336 0.041 0.008 -0.046 0.2006
H -3.3749 4.4444 -1.0382 0.020 0.000 0.011 0.4048
H 0.3276 -6.3298 0.0668 0.006 0.005 -0.010 0.4049
H 3.0803 3.6725 -1.4632 0.047 0.016 0.046 0.4098
N -1.8281 -0.5411 -1.1560 -1.691 0.194 0.414 0.1852
H -4.5483 -2.0873 0.0280 0.020 -0.004 0.002 0.4240
C -3.9282 -1.2528 -0.2687 -0.428 0.180 0.066 -0.9805
H 0.3500 -4.5811 1.8070 0.012 -0.068 -0.037 0.4036
C 0.1880 -2.5744 -0.9574 -0.070 0.146 0.094 -0.9057
C 0.1987 -3.5783 -1.9189 0.012 -0.298 0.209 0.0511
N 0.1019 -0.6494 1.0812 0.041 0.125 -0.234 0.3033
H -2.3128 -2.5138 -0.9608 0.089 -0.031 0.097 0.4046
C -2.2478 0.7500 -1.0326 -0.437 0.147 0.101 0.6002
Cl 5.9065 3.4816 -1.1890 0.076 0.056 -0.012 -0.2443
C -1.7560 3.0837 -1.4115 0.316 -0.452 -0.027 -0.6189
H -5.3575 0.2552 0.2452 -0.012 -0.005 -0.019 0.4338
H -4.9150 2.7140 -0.2094 -0.003 0.000 -0.038 0.3995
C -3.9278 2.4478 -0.5657 0.034 0.248 -0.020 -0.9384
C 1.0089 2.0927 -1.5693 -0.310 -0.002 0.022 0.6670
C -4.3755 0.0355 -0.1553 0.071 -0.253 -0.027 -0.7558
```
Forces are in eV/Å.

The calculation puts the electronic energy at -104881.2664 eV. For the LUMO energy (alpha / beta), the calculation gives -0.8 / -0.9 eV. Its multiplicity is 2. The calculation puts the energy above the lowest of the compared OMol25 structures with the same formula, charge and spin at 0.262 eV. The max |F| is 0.0341 Eh/bohr. The value obtained for the HOMO-LUMO gap (alpha / beta) is 6.281 / 6.661 eV. As for the net charge: 0.